Entry from OMol25: the molecule C4H5NO in a non-equilibrium geometry (the ωB97M-V functional and the def2-TZVPD basis).

The geometry in ORCA input format:
```
! RIJCOSX wB97M-V def2-TZVPD def2/J DEFGRID3
* xyz 0 1
C -1.167 -0.491 -0.198
C -0.262 0.592 0.264
O 0.444 0.297 1.418
C 1.322 0.533 0.336
C 1.524 -0.556 -0.565
N 1.173 -1.402 -1.278
H -1.778 -0.020 0.649
H -1.680 -0.386 -1.166
H -0.930 -1.533 0.052
H -0.656 1.581 0.062
H 2.009 1.385 0.426
*
```

Results
Energy relative to the best compared isomer or geometry (same formula, charge and spin): 319.7 kJ/mol
SMILES: C[C@H]1O[C@H]1C#N
Maximum force: 2.99 eV Å⁻¹

Listed below, in e, are the Löwdin charges computed for each atom: number 1, C, carries -0.04; number 2, C, carries -0.35; number 3, O, carries 0.01; number 4, C, carries -0.19; number 5, C, carries -0.19; number 6, N, carries 0.16; number 7, H, carries 0.12; number 8, H, carries 0.10; number 9, H, carries 0.09; number 10, H, carries 0.14; number 11, H, carries 0.15

Entry from OMol25: a structure of composition C33H32FN12O6PdS (the ωB97M-V functional and the def2-TZVPD basis).

The geometry in ORCA input format:
```
! RIJCOSX wB97M-V def2-TZVPD def2/J DEFGRID3
* xyz 1 1
Pd -0.224 -3.354 -2.163
C 4.700 2.683 -2.251
C 4.072 1.955 -1.076
N 2.881 1.179 -1.479
C 3.063 -0.076 -1.905
C 2.061 -0.971 -2.208
C 2.566 -2.379 -2.489
O 3.766 -2.543 -2.606
O 1.713 -3.358 -2.521
C 0.719 -0.532 -2.132
O -0.312 -1.282 -2.220
C 0.519 0.875 -1.790
C -0.767 1.429 -1.725
C -0.968 2.699 -1.282
F -2.240 3.147 -1.210
C 0.088 3.544 -0.867
C 1.366 3.022 -1.005
C 1.594 1.701 -1.436
N -0.145 4.843 -0.369
C 0.809 5.458 0.565
C 0.957 6.934 0.209
N -0.378 7.413 -0.312
C -1.487 6.716 0.426
C -1.511 5.262 -0.046
H 5.566 3.252 -1.913
H 3.993 3.369 -2.719
H 5.036 1.976 -3.010
H 3.784 2.635 -0.279
H 4.765 1.247 -0.629
H 4.082 -0.443 -1.936
H -1.628 0.841 -2.009
H 2.219 3.626 -0.765
H 1.783 5.000 0.531
H 0.463 5.343 1.590
H 1.688 7.105 -0.579
H 1.213 7.536 1.079
H -0.443 7.153 -1.297
H -0.455 8.427 -0.254
H -2.428 7.215 0.211
H -1.268 6.824 1.486
H -2.129 5.192 -0.940
H -1.974 4.653 0.736
N -3.040 -1.648 -1.566
C -3.281 -2.948 -1.688
N -4.532 -3.383 -1.561
C -4.703 -4.697 -1.645
N -5.945 -5.180 -1.591
N -3.703 -5.611 -1.761
C -2.515 -5.084 -1.885
N -2.226 -3.772 -1.925
C -1.334 -5.987 -1.936
C -1.433 -7.355 -1.808
C -0.259 -8.099 -1.784
C 0.954 -7.446 -1.893
C 0.979 -6.065 -2.029
N -0.150 -5.361 -2.048
H -3.814 -1.048 -1.343
H -2.092 -1.299 -1.642
H -6.718 -4.549 -1.489
H -6.095 -6.172 -1.633
H -2.412 -7.804 -1.722
H -0.297 -9.174 -1.670
H 1.889 -7.989 -1.876
H 1.891 -5.492 -2.126
O 0.201 4.007 4.990
S 1.120 3.010 4.477
O 1.123 2.905 3.015
O 2.441 3.018 5.067
C 0.432 1.427 5.006
N -0.025 1.250 6.248
C -0.500 0.047 6.529
C -0.566 -0.998 5.604
C -0.058 -0.694 4.355
N 0.439 0.495 4.087
C -0.067 -1.548 3.122
C -0.732 -2.739 2.916
C -0.778 -3.269 1.632
N -0.185 -2.711 0.570
C 0.542 -1.628 0.820
C 0.625 -1.004 2.040
H -0.870 -0.098 7.539
H -0.979 -1.962 5.866
H -1.280 -3.224 3.713
H -1.368 -4.159 1.440
H 1.038 -1.196 -0.003
H 1.172 -0.082 2.174
*
```

Results
Energy relative to the best compared isomer or geometry (same formula, charge and spin): 130.0 kJ/mol
Maximum force: 0.92 eV Å⁻¹

Listed below, in e, are the Löwdin charges computed for each atom: number 1, Pd, carries 1.07; number 2, C, carries -0.05; number 3, C, carries -0.17; number 4, N, carries 0.00; number 5, C, carries 0.05; number 6, C, carries -0.04; number 7, C, carries -0.56; number 8, O, carries 0.07; number 9, O, carries -0.17; number 10, C, carries -0.28; number 11, O, carries -0.16; number 12, C, carries -0.05; number 13, C, carries 0.09; number 14, C, carries -0.18; number 15, F, carries 0.06; number 16, C, carries -0.10; number 17, C, carries 0.08; number 18, C, carries -0.10; number 19, N, carries -0.06; number 20, C, carries -0.11; number 21, C, carries -0.06; number 22, N, carries 0.06; number 23, C, carries -0.07; number 24, C, carries -0.13; number 25, H, carries 0.09; number 26, H, carries 0.08; number 27, H, carries 0.08; number 28, H, carries 0.12; number 29, H, carries 0.13; number 30, H, carries 0.16; number 31, H, carries 0.13; number 32, H, carries 0.10; number 33, H, carries 0.12; number 34, H, carries 0.13; number 35, H, carries 0.14; number 36, H, carries 0.14; number 37, H, carries 0.18; number 38, H, carries 0.18; number 39, H, carries 0.14; number 40, H, carries 0.14; number 41, H, carries 0.13; number 42, H, carries 0.15; number 43, N, carries 0.20; number 44, C, carries -0.41; number 45, N, carries 0.19; number 46, C, carries -0.42; number 47, N, carries 0.19; number 48, N, carries 0.19; number 49, C, carries -0.27; number 50, N, carries 0.05; number 51, C, carries -0.18; number 52, C, carries 0.02; number 53, C, carries -0.02; number 54, C, carries -0.01; number 55, C, carries -0.06; number 56, N, carries -0.01; number 57, H, carries 0.12; number 58, H, carries 0.05; number 59, H, carries 0.12; number 60, H, carries 0.12; number 61, H, carries 0.12; number 62, H, carries 0.12; number 63, H, carries 0.12; number 64, H, carries 0.12; number 65, O, carries -0.37; number 66, S, carries 0.40; number 67, O, carries -0.41; number 68, O, carries -0.34; number 69, C, carries -0.35; number 70, N, carries 0.13; number 71, C, carries -0.11; number 72, C, carries 0.02; number 73, C, carries -0.22; number 74, N, carries 0.12; number 75, C, carries -0.12; number 76, C, carries -0.01; number 77, C, carries -0.14; number 78, N, carries 0.04; number 79, C, carries -0.13; number 80, C, carries 0.02; number 81, H, carries 0.11; number 82, H, carries 0.11; number 83, H, carries 0.11; number 84, H, carries 0.10; number 85, H, carries 0.07; number 86, H, carries 0.11